Below is a 7-piece molecular cluster, C68H152N4O4P3 overall in a non-equilibrium geometry, with properties calculated with wB97M-V/def2-TZVPD.

Bonds (Å) are listed after each position.
CARTESIAN COORDINATES (ANGSTROEM)
1 P -0.120 -0.016 0.219  O2 1.616, O3 1.617, O4 1.584, O5 1.606
2 O -0.074 0.259 -1.373  P1 1.616
3 O 0.416 -1.497 0.586  P1 1.617
4 O -1.617 0.080 0.728  P1 1.584
5 O 0.766 1.051 1.029  P1 1.606
6 C -9.151 3.446 5.776  C7 1.546, H16 1.090, H17 1.090, H18 1.090
7 C -8.260 3.076 4.568  C6 1.546, C8 1.561, H19 1.090, H20 1.090
8 C -6.713 3.143 4.765  C7 1.561, C9 1.553, H21 1.090, H22 1.090
9 C -6.153 4.432 5.428  C8 1.553, N10 1.590, H23 1.090, H24 1.090
10 N -4.606 4.587 5.091  C9 1.590, C11 1.556, C14 1.563, C15 1.534
11 C -3.973 5.774 5.873  N10 1.556, C12 1.553, H25 1.090, H26 1.090
12 C -3.935 6.895 4.800  C11 1.553, C13 1.542, H27 1.090, H28 1.090
13 C -4.569 6.314 3.520  C12 1.542, C14 1.443, H29 1.090, H30 1.090
14 C -4.286 4.901 3.594  N10 1.563, C13 1.443, H31 1.090, H32 1.090
15 C -3.840 3.325 5.507  N10 1.534, H33 1.090, H34 1.090, H35 1.090
16 H -10.047 3.830 5.287  C6 1.090
17 H -8.667 4.186 6.412  C6 1.090
18 H -9.421 2.607 6.418  C6 1.090
19 H -8.417 3.812 3.779  C7 1.090
20 H -8.559 2.107 4.167  C7 1.090
21 H -6.250 2.941 3.799  C8 1.090
22 H -6.303 2.304 5.327  C8 1.090
23 H -6.339 4.543 6.496  C9 1.090
24 H -6.514 5.361 4.987  C9 1.090
25 H -3.080 5.433 6.397  C11 1.090
26 H -4.647 6.000 6.699  C11 1.090
27 H -2.871 7.038 4.611  C12 1.090
28 H -4.347 7.865 5.078  C12 1.090
29 H -4.309 6.939 2.665  C13 1.090
30 H -5.605 6.605 3.691  C13 1.090
31 H -3.212 4.725 3.533  C14 1.090
32 H -4.753 4.157 2.950  C14 1.090
33 H -4.183 2.490 4.894  C15 1.090
34 H -4.234 3.206 6.517  C15 1.090
35 H -2.758 3.451 5.485  C15 1.090
36 C 5.556 9.990 1.683  C37 1.533, H46 1.090, H47 1.090, H48 1.090
37 C 4.050 9.702 1.710  C36 1.533, C38 1.500, H49 1.090, H50 1.090
38 C 3.604 8.988 0.468  C37 1.500, C39 1.568, H51 1.090, H52 1.090
39 C 4.255 7.594 0.168  C38 1.568, N40 1.515, H53 1.090, H54 1.090
40 N 3.775 6.893 -1.087  C39 1.515, C41 1.574, C44 1.599, C45 1.542
41 C 4.465 5.479 -1.148  N40 1.574, C42 1.532, H55 1.090, H56 1.090
42 C 5.787 5.678 -1.896  C41 1.532, C43 1.553, H57 1.090, H58 1.090
43 C 5.377 6.583 -3.090  C42 1.553, C44 1.552, H59 1.090, H60 1.090
44 C 4.305 7.513 -2.462  N40 1.599, C43 1.552, H61 1.090, H62 1.090
45 C 2.246 6.693 -1.123  N40 1.542, H63 1.090, H64 1.090, H65 1.090
46 H 6.102 9.049 1.624  C36 1.090
47 H 5.899 10.702 2.434  C36 1.090
48 H 5.859 10.417 0.726  C36 1.090
49 H 3.427 10.591 1.812  C37 1.090
50 H 3.910 9.075 2.590  C37 1.090
51 H 3.817 9.586 -0.419  C38 1.090
52 H 2.554 8.701 0.521  C38 1.090
53 H 4.065 6.918 1.002  C39 1.090
54 H 5.277 7.822 -0.134  C39 1.090
55 H 3.794 4.849 -1.732  C41 1.090
56 H 4.515 4.976 -0.182  C41 1.090
57 H 6.129 4.759 -2.372  C42 1.090
58 H 6.450 6.181 -1.192  C42 1.090
59 H 4.877 6.007 -3.869  C43 1.090
60 H 6.073 7.178 -3.681  C43 1.090
61 H 3.415 7.767 -3.038  C44 1.090
62 H 4.668 8.508 -2.202  C44 1.090
63 H 1.952 5.865 -1.767  C45 1.090
64 H 1.760 7.651 -1.309  C45 1.090
65 H 2.112 6.398 -0.082  C45 1.090
66 C -0.940 -8.367 -1.317  C67 1.524, H76 1.090, H77 1.090, H78 1.090
67 C -1.553 -9.141 -0.157  C66 1.524, C68 1.525, H79 1.090, H80 1.090
68 C -2.946 -8.628 0.194  C67 1.525, C69 1.618, H81 1.090, H82 1.090
69 C -2.985 -7.180 0.914  C68 1.618, N70 1.525, H83 1.090, H84 1.090
70 N -4.223 -6.302 0.765  C69 1.525, C71 1.554, C74 1.556, C75 1.572
71 C -5.609 -6.989 0.901  N70 1.554, C72 1.449, H85 1.090, H86 1.090
72 C -5.766 -7.204 2.326  C71 1.449, C73 1.491, H87 1.090, H88 1.090
73 C -5.470 -5.862 2.904  C72 1.491, C74 1.557, H89 1.090, H90 1.090
74 C -4.309 -5.357 1.998  N70 1.556, C73 1.557, H91 1.090, H92 1.090
75 C -4.146 -5.675 -0.675  N70 1.572, H93 1.090, H94 1.090, H95 1.090
76 H -1.113 -7.296 -1.210  C66 1.090
77 H -1.221 -8.784 -2.284  C66 1.090
78 H 0.128 -8.579 -1.365  C66 1.090
79 H -0.863 -9.194 0.685  C67 1.090
80 H -1.409 -10.185 -0.434  C67 1.090
81 H -3.553 -9.385 0.691  C68 1.090
82 H -3.491 -8.622 -0.751  C68 1.090
83 H -2.218 -6.505 0.534  C69 1.090
84 H -2.703 -7.367 1.950  C69 1.090
85 H -6.286 -6.204 0.564  C71 1.090
86 H -5.687 -7.867 0.259  C71 1.090
87 H -6.741 -7.544 2.674  C72 1.090
88 H -5.016 -7.958 2.566  C72 1.090
89 H -6.316 -5.175 2.910  C73 1.090
90 H -5.343 -5.973 3.981  C73 1.090
91 H -4.601 -4.388 1.592  C74 1.090
92 H -3.289 -5.297 2.377  C74 1.090
93 H -4.963 -4.962 -0.784  C75 1.090
94 H -4.051 -6.494 -1.388  C75 1.090
95 H -3.166 -5.199 -0.620  C75 1.090
96 C -10.164 7.290 -1.852  C97 1.555, H106 1.090, H107 1.090, H108 1.090
97 C -10.155 5.841 -1.288  C96 1.555, C98 1.559, H109 1.090, H110 1.090
98 C -9.450 4.750 -2.148  C97 1.559, C99 1.554, H111 1.090, H112 1.090
99 C -7.903 4.890 -2.090  C98 1.554, N100 1.560, H113 1.090, H114 1.090
100 N -7.139 3.976 -3.098  C99 1.560, C101 1.551, C104 1.536, C105 1.610
101 C -7.559 4.410 -4.526  N100 1.551, C102 1.504, H115 1.090, H116 1.090
102 C -6.365 4.117 -5.393  C101 1.504, C103 1.531, H117 1.090, H118 1.090
103 C -5.161 3.932 -4.467  C102 1.531, C104 1.450, H119 1.090, H120 1.090
104 C -5.630 4.260 -3.134  N100 1.536, C103 1.450, H121 1.090, H122 1.090
105 C -7.424 2.402 -2.914  N100 1.610, H123 1.090, H124 1.090, H125 1.090
106 H -9.246 7.870 -1.951  C96 1.090
107 H -10.588 7.982 -1.124  C96 1.090
108 H -10.765 7.385 -2.756  C96 1.090
109 H -11.208 5.574 -1.197  C97 1.090
110 H -9.845 5.727 -0.249  C97 1.090
111 H -9.864 4.766 -3.156  C98 1.090
112 H -9.816 3.836 -1.679  C98 1.090
113 H -7.442 4.640 -1.135  C99 1.090
114 H -7.543 5.916 -2.008  C99 1.090
115 H -8.503 4.008 -4.893  C101 1.090
116 H -7.628 5.497 -4.476  C101 1.090
117 H -6.433 3.153 -5.897  C102 1.090
118 H -6.165 5.035 -5.947  C102 1.090
119 H -4.793 2.910 -4.378  C103 1.090
120 H -4.303 4.544 -4.746  C103 1.090
121 H -5.114 3.652 -2.392  C104 1.090
122 H -5.558 5.339 -2.993  C104 1.090
123 H -7.036 1.855 -3.773  C105 1.090
124 H -8.501 2.293 -2.795  C105 1.090
125 H -6.845 2.130 -2.032  C105 1.090
126 C 0.000 -3.819 8.315  C127 1.514, H143 1.090, H144 1.090, H145 1.090
127 C 0.703 -2.836 7.404  C126 1.514, C128 1.431, H146 1.090, H147 1.090
128 C 1.934 -3.285 6.827  C127 1.431, C129 1.567, H148 1.090, H149 1.090
129 C 2.760 -2.153 6.126  C128 1.567, P130 1.832, H150 1.090, H151 1.090
130 P 4.477 -2.500 5.592  C129 1.832, C131 1.900, C135 1.889, C139 1.918
131 C 5.244 -2.749 7.313  P130 1.900, C132 1.497, H152 1.090, H153 1.090
132 C 5.156 -1.498 8.128  C131 1.497, C133 1.528, H154 1.090, H155 1.090
133 C 6.014 -1.415 9.390  C132 1.528, C134 1.589, H156 1.090, H157 1.090
134 C 5.341 -2.386 10.453  C133 1.589, H158 1.090, H159 1.090, H160 1.090
135 C 5.408 -1.111 4.714  P130 1.889, C136 1.520, H161 1.090, H162 1.090
136 C 6.914 -1.132 4.920  C135 1.520, C137 1.594, H163 1.090, H164 1.090
137 C 7.524 0.019 4.002  C136 1.594, C138 1.542, H165 1.090, H166 1.090
138 C 9.042 0.235 4.163  C137 1.542, H167 1.090, H168 1.090, H169 1.090
139 C 4.643 -4.212 4.744  P130 1.918, C140 1.556, H170 1.090, H171 1.090
140 C 6.107 -4.577 4.368  C139 1.556, C141 1.617, H172 1.090, H173 1.090
141 C 6.163 -6.009 3.619  C140 1.617, C142 1.510, H174 1.090, H175 1.090
142 C 7.591 -6.479 3.473  C141 1.510, H176 1.090, H177 1.090, H178 1.090
143 H -0.896 -3.330 8.698  C126 1.090
144 H 0.573 -4.147 9.182  C126 1.090
145 H -0.319 -4.702 7.761  C126 1.090
146 H 0.882 -1.931 7.986  C127 1.090
147 H -0.002 -2.466 6.660  C127 1.090
148 H 1.704 -4.097 6.137  C128 1.090
149 H 2.654 -3.704 7.530  C128 1.090
150 H 2.778 -1.289 6.791  C129 1.090
151 H 2.269 -1.785 5.225  C129 1.090
152 H 6.266 -3.079 7.125  C131 1.090
153 H 4.817 -3.575 7.882  C131 1.090
154 H 4.142 -1.189 8.380  C132 1.090
155 H 5.440 -0.654 7.500  C132 1.090
156 H 5.907 -0.410 9.798  C133 1.090
157 H 7.079 -1.588 9.233  C133 1.090
158 H 5.161 -3.426 10.182  C134 1.090
159 H 4.376 -2.065 10.845  C134 1.090
160 H 5.988 -2.694 11.274  C134 1.090
161 H 4.971 -0.173 5.057  C135 1.090
162 H 5.168 -1.176 3.653  C135 1.090
163 H 7.388 -2.050 4.573  C136 1.090
164 H 7.159 -0.833 5.939  C136 1.090
165 H 7.097 1.007 4.176  C137 1.090
166 H 7.339 -0.194 2.949  C137 1.090
167 H 9.298 0.568 5.169  C138 1.090
168 H 9.399 1.075 3.567  C138 1.090
169 H 9.372 -0.751 3.837  C138 1.090
170 H 4.083 -4.073 3.820  C139 1.090
171 H 4.176 -4.949 5.399  C139 1.090
172 H 6.662 -4.639 5.304  C140 1.090
173 H 6.667 -3.872 3.753  C140 1.090
174 H 5.651 -5.820 2.675  C141 1.090
175 H 5.557 -6.733 4.163  C141 1.090
176 H 8.201 -5.770 2.914  C142 1.090
177 H 7.705 -7.448 2.987  C142 1.090
178 H 8.090 -6.598 4.435  C142 1.090
179 C -2.793 -3.479 -8.447  C180 1.545, H196 1.090, H197 1.090, H198 1.090
180 C -1.964 -3.713 -7.164  C179 1.545, C181 1.550, H199 1.090, H200 1.090
181 C -0.576 -3.120 -7.517  C180 1.550, C182 1.537, H201 1.090, H202 1.090
182 C 0.413 -3.233 -6.345  C181 1.537, P183 1.836, H203 1.090, H204 1.090
183 P 2.076 -2.457 -6.393  C182 1.836, C184 1.876, C188 1.863, C192 1.854
184 C 2.054 -0.698 -7.044  P183 1.876, C185 1.610, H205 1.090, H206 1.090
185 C 1.514 -0.268 -8.498  C184 1.610, C186 1.563, H207 1.090, H208 1.090
186 C 1.816 1.199 -8.943  C185 1.563, C187 1.529, H209 1.090, H210 1.090
187 C 3.274 1.476 -9.313  C186 1.529, H211 1.090, H212 1.090, H213 1.090
188 C 3.374 -2.936 -5.146  P183 1.863, C189 1.497, H214 1.090, H215 1.090
189 C 4.820 -2.828 -5.521  C188 1.497, C190 1.548, H216 1.090, H217 1.090
190 C 5.798 -2.930 -4.325  C189 1.548, C191 1.563, H218 1.090, H219 1.090
191 C 7.206 -2.309 -4.600  C190 1.563, H220 1.090, H221 1.090, H222 1.090
192 C 2.695 -3.297 -7.926  P183 1.854, C193 1.483, H223 1.090, H224 1.090
193 C 2.985 -4.749 -7.992  C192 1.483, C194 1.515, H225 1.090, H226 1.090
194 C 1.921 -5.661 -8.568  C193 1.515, C195 1.548, H227 1.090, H228 1.090
195 C 2.314 -7.148 -8.740  C194 1.548, H229 1.090, H230 1.090, H231 1.090
196 H -3.874 -3.609 -8.494  C179 1.090
197 H -2.348 -4.000 -9.295  C179 1.090
198 H -2.741 -2.414 -8.675  C179 1.090
199 H -1.887 -4.796 -7.076  C180 1.090
200 H -2.471 -3.299 -6.293  C180 1.090
201 H -0.853 -2.067 -7.543  C181 1.090
202 H -0.164 -3.227 -8.520  C181 1.090
203 H 0.747 -4.254 -6.158  C182 1.090
204 H 0.031 -2.931 -5.370  C182 1.090
205 H 3.131 -0.819 -7.165  C184 1.090
206 H 1.760 0.011 -6.270  C184 1.090
207 H 0.455 -0.499 -8.614  C185 1.090
208 H 1.834 -0.908 -9.320  C185 1.090
209 H 1.357 1.765 -8.132  C186 1.090
210 H 1.183 1.432 -9.799  C186 1.090
211 H 3.429 2.532 -9.533  C187 1.090
212 H 3.560 0.976 -10.238  C187 1.090
213 H 4.016 1.338 -8.527  C187 1.090
214 H 3.309 -4.014 -4.999  C188 1.090
215 H 3.132 -2.484 -4.185  C188 1.090
216 H 5.059 -1.817 -5.851  C189 1.090
217 H 5.138 -3.461 -6.350  C189 1.090
218 H 5.868 -3.984 -4.057  C190 1.090
219 H 5.266 -2.431 -3.516  C190 1.090
220 H 7.791 -2.293 -3.680  C191 1.090
221 H 7.011 -1.329 -5.036  C191 1.090
222 H 7.723 -2.966 -5.300  C191 1.090
223 H 3.572 -2.705 -8.190  C192 1.090
224 H 1.949 -3.180 -8.712  C192 1.090
225 H 3.155 -5.115 -6.979  C193 1.090
226 H 3.948 -4.764 -8.503  C193 1.090
227 H 1.612 -5.595 -9.611  C194 1.090
228 H 0.955 -5.498 -8.089  C194 1.090
229 H 2.497 -7.676 -7.804  C195 1.090
230 H 3.250 -7.444 -9.213  C195 1.090
231 H 1.402 -7.631 -9.094  C195 1.090

E_HOMO ... -5.7 eV
2S+1 ... 1
Net charge ... +3
Energy relative to the best compared isomer or geometry (same formula, charge and spin) ... 373.48 kcal per mole
Max |F| ... 4.01 eV Å⁻¹